{"formula": "C30H32BCl42NO3S", "method": "ωB97M-V/def2-TZVPD", "spin_multiplicity": 1, "orbital_gap_ev": 7.5, "total_charge": 0, "elements": ["C", "C", "O", "C", "C", "C", "C", "C", "B", "O", "O", "C", "C", "C", "S", "C", "C", "C", "C", "C", "C", "N", "H", "H", "H", "H", "H", "H", "H", "H", "H", "H", "H", "H", "H", "H", "H", "H", "H", "H", "C", "Cl", "Cl", "Cl", "H", "C", "Cl", "Cl", "Cl", "H", "C", "Cl", "Cl", "Cl", "H", "C", "Cl", "Cl", "Cl", "H", "C", "Cl", "Cl", "Cl", "H", "C", "Cl", "Cl", "Cl", "H", "C", "Cl", "Cl", "Cl", "H", "C", "Cl", "Cl", "Cl", "H", "C", "Cl", "Cl", "Cl", "H", "C", "Cl", "Cl", "Cl", "H", "C", "Cl", "Cl", "Cl", "H", "C", "Cl", "Cl", "Cl", "H", "C", "Cl", "Cl", "Cl", "H", "C", "Cl", "Cl", "Cl", "H"], "coordinates": [[9.729, 1.709, 1.019], [9.017, 0.843, -0.086], [7.590, 1.003, -0.145], [7.241, 2.345, -0.531], [5.863, 2.401, -1.307], [4.831, 3.220, -0.480], [5.182, 4.552, 0.018], [4.243, 5.364, 0.825], [4.769, 6.813, 1.270], [4.627, 7.905, 0.382], [5.424, 7.108, 2.486], [2.923, 4.814, 1.119], [2.497, 3.480, 0.633], [3.472, 2.736, -0.152], [3.014, 1.096, -0.782], [1.652, 0.614, 0.312], [1.358, -0.830, 0.408], [0.261, -1.276, 1.253], [-0.496, -0.240, 1.981], [-0.192, 1.181, 1.901], [0.927, 1.647, 1.032], [1.144, 3.085, 0.963], [9.345, 2.757, 1.107], [10.817, 1.786, 0.718], [9.707, 1.248, 2.041], [9.428, 1.032, -1.116], [9.198, -0.236, 0.191], [8.036, 2.797, -1.204], [7.257, 2.959, 0.411], [5.998, 2.801, -2.349], [5.551, 1.325, -1.450], [6.192, 4.950, -0.244], [4.064, 7.586, -0.352], [4.789, 7.173, 3.220], [2.228, 5.462, 1.716], [2.011, -1.530, -0.169], [0.034, -2.359, 1.323], [-1.353, -0.612, 2.602], [-0.820, 1.873, 2.502], [1.012, 3.427, 1.934], [6.113, 10.362, 2.742], [5.067, 10.841, 4.087], [6.600, 11.777, 1.800], [7.529, 9.491, 3.336], [5.551, 9.696, 2.093], [-3.266, -3.026, -0.293], [-4.281, -1.763, -0.991], [-1.649, -2.398, 0.070], [-4.013, -3.692, 1.170], [-3.168, -3.827, -1.021], [0.133, 3.429, 5.685], [0.531, 3.489, 3.959], [-1.618, 3.435, 5.914], [0.856, 2.005, 6.438], [0.544, 4.314, 6.161], [-5.968, 3.400, 5.996], [-6.883, 4.877, 6.321], [-5.725, 3.189, 4.259], [-4.414, 3.434, 6.840], [-6.540, 2.555, 6.367], [-8.457, -2.258, -1.476], [-9.505, -1.784, -0.134], [-7.946, -0.836, -2.392], [-7.056, -3.159, -0.879], [-9.022, -2.905, -2.139], [-3.683, 6.343, 4.261], [-3.425, 7.835, 5.174], [-4.613, 6.664, 2.794], [-2.138, 5.580, 3.867], [-4.253, 5.658, 4.882], [8.470, 6.754, -2.457], [6.786, 7.251, -2.266], [8.747, 5.186, -1.686], [8.911, 6.691, -4.167], [9.100, 7.490, -1.969], [-5.716, -6.932, 0.579], [-5.270, -6.785, -1.124], [-7.475, -6.953, 0.760], [-5.001, -8.385, 1.286], [-5.329, -6.068, 1.109], [3.710, -3.947, -1.316], [2.687, -2.688, -2.019], [5.327, -3.319, -0.985], [2.977, -4.589, 0.159], [3.797, -4.756, -2.034], [-10.770, -9.149, 1.020], [-12.467, -8.683, 1.187], [-10.476, -10.713, 1.787], [-10.301, -9.194, -0.684], [-10.161, -8.403, 1.521], [-4.560, -1.772, -5.341], [-5.577, -0.511, -6.049], [-2.949, -1.142, -4.979], [-5.311, -2.430, -3.884], [-4.458, -2.574, -6.065], [5.578, 1.446, -5.756], [6.601, 2.878, -5.929], [6.468, -0.013, -6.207], [4.969, 1.317, -4.102], [4.731, 1.549, -6.425], [-10.513, -10.853, -4.264], [-9.168, -9.842, -4.805], [-12.058, -10.057, -4.584], [-10.454, -12.436, -5.047], [-10.420, -11.000, -3.192], [-6.954, -14.479, -4.067], [-8.002, -13.998, -2.728], [-6.439, -13.063, -4.991], [-5.553, -15.376, -3.470], [-7.520, -15.129, -4.726]], "forces_ev_per_angstrom": [[0.714, 0.090, -0.400], [0.051, -0.424, 0.686], [0.468, 0.618, -0.525], [0.457, 0.514, -0.146], [0.083, -0.392, 0.935], [-1.679, 1.598, 1.172], [-1.743, -0.891, 0.186], [-0.181, -2.335, -1.018], [-0.060, 0.992, -0.156], [-0.371, -1.772, 0.628], [-1.111, -0.076, -0.792], [1.219, -0.774, -0.935], [2.499, 2.295, -0.195], [0.074, 0.540, 0.445], [-0.409, 0.413, 0.474], [-0.771, 0.195, 0.867], [-1.106, 1.663, 1.377], [1.936, 3.137, -0.070], [1.133, 0.022, -0.823], [1.111, -2.133, -1.310], [-1.779, -2.473, 0.841], [1.756, -1.542, 0.495], [0.249, -0.922, -0.215], [-1.078, -0.040, 0.416], [-0.218, 0.291, -0.992], [-0.148, -0.028, 0.958], [-0.267, 1.060, -0.527], [-0.673, -0.809, 0.649], [-0.405, -0.316, -0.975], [-0.079, -0.033, 1.313], [0.150, 1.166, 0.367], [-0.991, -0.293, 0.320], [0.529, 0.400, 0.283], [0.506, -0.257, -0.184], [0.510, -0.922, -0.641], [-0.919, 0.896, 0.930], [0.711, 1.202, 0.502], [0.908, 0.691, -0.600], [0.648, -0.551, -0.807], [-0.204, -0.098, -1.432], [0.069, -0.071, -0.077], [-0.009, -0.050, -0.050], [-0.047, -0.062, 0.026], [-0.051, 0.092, -0.023], [0.091, 0.039, 0.074], [0.115, 0.113, -0.405], [0.639, 0.143, 0.392], [-1.761, -0.651, -0.793], [0.021, -0.002, 0.012], [-0.106, 0.044, 0.110], [-0.120, -0.091, 0.300], [0.069, 0.314, 0.780], [0.649, -0.557, 0.351], [0.002, 0.127, -0.089], [-0.029, -0.086, -0.108], [-0.073, 0.011, -0.058], [0.059, -0.080, -0.014], [0.008, -0.005, 0.104], [-0.427, -0.008, 0.112], [0.079, 0.100, -0.034], [0.000, -0.001, 0.061], [0.017, -0.067, -0.071], [-0.104, -0.044, 0.083], [-0.561, -0.155, -0.069], [0.068, 0.081, 0.077], [0.046, 0.086, -0.091], [-0.032, -0.102, 0.009], [0.013, -0.059, 0.108], [-0.258, 0.553, -0.495], [0.069, 0.078, -0.065], [-0.052, 0.020, -0.091], [0.136, -0.007, 0.032], [0.033, 0.197, -0.039], [0.012, 0.012, 0.106], [-0.079, -0.093, -0.049], [0.015, -0.133, 0.015], [-0.001, 0.092, 0.088], [0.045, 0.072, -0.014], [-0.026, 0.109, -0.019], [-0.056, -0.090, -0.094], [0.115, 0.043, 0.054], [0.192, -0.338, -0.444], [-0.113, -0.041, -0.049], [-0.002, 0.005, -0.077], [-0.031, 0.098, 0.088], [-0.082, -0.104, 0.004], [0.113, 0.016, 0.005], [0.022, 0.113, -0.024], [0.036, 0.070, 0.039], [-0.054, -0.094, -0.071], [-0.026, -0.009, 0.039], [0.038, -0.082, 0.006], [-0.065, -0.061, -0.024], [0.044, -0.124, -0.489], [-0.006, 0.114, 0.071], [-0.001, -0.037, 0.051], [-0.067, -0.037, 0.004], [-0.071, 0.066, -0.008], [-0.134, -0.170, -0.485], [0.115, -0.006, 0.069], [0.010, 0.009, -0.063], [-0.050, -0.055, 0.095], [0.079, -0.041, 0.073], [-0.037, 0.061, 0.028], [-0.008, 0.006, -0.123], [0.049, 0.086, 0.018], [0.039, -0.057, -0.026], [-0.064, -0.089, 0.019], [-0.092, 0.006, -0.051], [0.065, 0.080, 0.082]]}